{"formula": "C3H13O4S", "method": "ωB97M-V/def2-TZVPD", "multiplicity": 1, "lumo_energy_ev": 3.0, "charge": -1, "homo_ha": -0.17122, "e_above_lowest_kcal_mol": 26.4, "orbital_gap_ev": 7.70, "symbols": ["C", "O", "C", "C", "S", "H", "H", "H", "H", "H", "H", "H", "H", "H", "O", "H", "H", "O", "H", "H", "O"], "xyz": [[-0.213, -0.468, -1.115], [-0.074, -0.729, 0.192], [0.969, 0.474, -1.736], [2.010, 0.794, -0.709], [3.780, 1.034, -1.361], [-1.103, 0.175, -1.331], [-0.228, -1.336, -1.823], [1.363, 0.094, -2.670], [0.393, 1.317, -2.138], [2.048, -0.009, 0.042], [1.984, 1.807, -0.276], [3.702, 1.096, -2.697], [0.999, -1.754, 1.118], [0.940, -3.300, 1.502], [1.076, -2.412, 1.854], [-1.626, 0.898, 1.500], [-1.274, -0.411, 0.849], [-2.147, 0.153, 1.177], [-4.154, 1.414, 1.985], [-4.010, 0.154, 2.834], [-4.434, 1.009, 2.802]], "lowdin_charge": [-0.38, -0.31, -0.25, -0.51, 0.59, 0.09, 0.09, 0.07, 0.09, 0.06, 0.04, -0.20, -0.01, 0.01, -0.12, 0.00, 0.00, -0.19, 0.01, 0.01, -0.08]}